No. 1
A single C5H5NO2 molecule at a distorted geometry, computed with ωB97M-V with the def2-TZVPD basis set.

Geometry (Å):
C 0.353 0.908 1.097
C -1.116 -0.880 0.786
C -1.071 -0.545 -0.675
C -0.093 0.459 -0.963
C 1.198 0.115 0.076
H -1.816 -1.740 1.167
H -1.795 -0.994 -1.404
H -0.284 1.520 -0.776
H 1.772 -0.584 -1.688
H 1.368 -0.891 0.624
N 1.399 0.432 -1.286
O 0.631 2.109 1.497
O -0.546 0.090 1.544

Values from the calculation:
Molar mass   111.10 Da
HOMO energy   -8.5 eV
Energy above the lowest of the compared OMol25 structures with the same formula, charge and spin   653.40 kJ/mol
LUMO energy   0.1 eV
SMILES string   O=C1OC=C[C@@H]2N[C@@H]12
F_max   0.1748 hartree/bohr
Total energy   -10844.5430 eV

No. 2
A single C5H7N3S2 molecule at a distorted geometry, computed with ωB97M-V with the def2-TZVPD basis set.

Geometry (Å):
C -0.998 0.649 -1.089
C -2.090 0.921 -0.280
C 0.007 0.505 0.855
C 1.149 0.421 2.017
C 1.628 -1.972 0.601
N 0.160 0.394 -0.418
N 1.097 1.184 2.931
N -3.325 1.358 -0.662
S -1.598 0.907 1.386
S 2.441 -0.741 1.677
H -0.954 0.469 -2.208
H 0.675 -2.402 1.154
H 2.396 -2.811 0.643
H 1.465 -1.661 -0.440
H 1.773 1.375 3.729
H -3.867 1.158 0.199
H -3.682 0.816 -1.467

Values from the calculation:
Molar mass   173.27 Da
HOMO energy   -8.3 eV
Energy above the lowest of the compared OMol25 structures with the same formula, charge and spin   0.00 kJ/mol
LUMO energy   0.6 eV
SMILES string   [H]/N=C(\SC)c1ncc(N)s1
F_max   0.1298 hartree/bohr
Total energy   -31437.6880 eV

No. 3
A molecular structure, C22H20N8O3PtS3 at a distorted geometry, computed with ωB97M-V with the def2-TZVPD basis set.

Geometry (Å):
Pt -0.559 0.387 -1.674
N 2.878 -3.300 4.947
C 1.939 -2.545 4.284
C 2.280 -1.885 3.099
C 1.356 -1.079 2.468
C 0.089 -0.921 2.995
C -0.271 -1.569 4.161
C 0.652 -2.375 4.804
S -0.981 0.219 2.126
O -2.361 0.072 2.515
O -0.426 1.537 2.264
N -0.836 -0.198 0.530
C -1.312 -1.382 0.211
N -1.484 -1.585 -1.131
C -2.011 -2.725 -1.536
C -2.372 -3.712 -0.634
C -2.115 -3.443 0.711
N -1.604 -2.311 1.131
H 3.699 -3.572 4.434
H 2.558 -3.954 5.640
H 3.271 -2.012 2.686
H 1.590 -0.573 1.547
H -1.271 -1.447 4.544
H 0.387 -2.884 5.721
H -2.166 -2.838 -2.604
H -2.810 -4.640 -0.958
H -2.320 -4.173 1.482
S -0.151 0.054 -4.209
C 1.402 0.006 -3.547
N 1.571 0.104 -2.247
C 2.882 0.113 -1.874
C 3.378 0.309 -0.589
C 4.744 0.305 -0.391
C 5.618 0.109 -1.456
C 5.145 -0.061 -2.745
C 3.777 -0.047 -2.950
S 2.892 -0.151 -4.455
H 2.682 0.504 0.211
H 5.140 0.471 0.600
H 6.684 0.114 -1.285
H 5.819 -0.186 -3.575
C -1.563 5.289 -1.762
N -2.357 4.086 -1.678
C -3.695 4.112 -1.527
C -4.422 2.973 -1.413
C -3.713 1.737 -1.480
N -2.405 1.736 -1.659
C -1.678 2.872 -1.729
O -0.461 2.844 -1.859
N -4.337 0.557 -1.435
H -2.219 6.156 -1.800
H -0.940 5.246 -2.656
H -0.902 5.355 -0.897
H -4.157 5.090 -1.508
H -5.490 2.993 -1.287
H -5.292 0.482 -1.133
H -3.753 -0.265 -1.427

Values from the calculation:
Molar mass   735.73 Da
HOMO energy   -6.7 eV
LUMO energy   -0.4 eV
F_max   0.0473 hartree/bohr
Total energy   -76954.2366 eV

No. 4
A single C5H8O molecule, computed with ωB97M-V with the def2-TZVPD basis set.

Geometry (Å):
C 1.163 0.028 -0.288
C 0.377 0.439 0.977
C -0.389 -0.900 0.859
C -0.315 -0.314 -0.565
O -0.822 -0.922 -1.701
C -0.689 1.063 0.048
H -0.275 -0.645 -2.449
H 1.589 0.841 -0.887
H 1.842 -0.826 -0.193
H 0.796 0.878 1.883
H -1.376 -0.943 1.331
H 0.188 -1.813 1.044
H -1.699 1.160 0.458
H -0.389 1.952 -0.518

Values from the calculation:
Molar mass   84.12 Da
HOMO energy   -10.1 eV
Energy above the lowest of the compared OMol25 structures with the same formula, charge and spin   214.69 kJ/mol
LUMO energy   0.9 eV
F_max   0.0067 hartree/bohr
Total energy   -7360.0302 eV

No. 5
A single C4H5NO molecule, computed with ωB97M-V with the def2-TZVPD basis set.

Geometry (Å):
C -2.322 0.157 0.091
C -1.105 -0.358 0.383
C -0.022 -0.171 -0.532
C 1.298 -0.394 0.083
O 1.504 -1.494 0.591
N 2.233 0.593 -0.031
H -3.126 0.116 0.824
H -2.514 0.670 -0.851
H -0.944 -0.858 1.343
H 3.189 0.350 0.198
H 2.094 1.279 -0.758

Values from the calculation:
Molar mass   83.09 Da
HOMO energy (spin up / spin down)   -8.7 / -8.8 eV
Energy above the lowest of the compared OMol25 structures with the same formula, charge and spin   329.61 kJ/mol
LUMO energy (spin up / spin down)   -1.3 / -1.3 eV
F_max   0.0093 hartree/bohr
Total energy   -7763.1103 eV

No. 6
5 unconnected molecules or ions with the total composition C45H41BF7INO7P at a distorted geometry, computed with ωB97M-V with the def2-TZVPD basis set.

Geometry (Å):
C 4.439 -1.700 0.704
N 4.946 -0.949 -0.484
C 4.778 0.486 -0.143
B 4.196 -1.345 -1.704
O 4.841 -1.978 -2.792
C 2.586 -1.106 -1.789
C 1.759 -2.245 -1.330
C 0.315 -2.119 -1.321
C -0.273 -0.846 -1.788
C 0.499 0.271 -2.274
C 1.968 0.145 -2.283
I 3.134 1.797 -2.996
C -1.830 -0.766 -1.702
O -2.526 -0.283 -2.556
C -2.428 -1.421 -0.404
C -3.507 -0.772 0.337
C -4.111 0.603 -0.135
O -3.117 1.563 -0.458
C -2.705 2.334 0.667
O -2.789 3.701 0.299
C -1.655 4.457 0.734
C -0.415 4.371 -0.219
O -0.587 5.169 -1.419
C -3.960 -1.467 1.565
P -5.303 -0.761 2.679
O -5.097 -1.308 4.070
C -3.407 -2.741 2.011
C -2.333 -3.379 1.271
C -1.656 -4.715 1.685
F -1.983 -5.748 0.853
F -2.025 -5.078 2.965
F -0.278 -4.605 1.728
C -1.847 -2.690 0.063
C -0.659 -3.236 -0.815
O -0.509 -4.398 -1.070
H 4.425 -2.810 0.534
H 3.414 -1.363 1.026
H 5.132 -1.522 1.574
H 5.182 1.115 -0.976
H 3.715 0.734 0.132
H 5.440 0.705 0.747
H 4.941 -2.912 -2.511
H 2.200 -3.200 -0.958
H 0.026 1.217 -2.611
H -4.710 0.390 -1.065
H -4.832 0.934 0.655
H -1.624 2.113 0.906
H -3.291 2.071 1.593
H -1.985 5.535 0.748
H -1.302 4.166 1.763
H 0.501 4.796 0.285
H -0.238 3.308 -0.530
H -0.503 4.572 -2.180
H -5.008 0.642 2.745
H -6.599 -1.006 2.147
H -3.783 -3.264 2.927
F -6.541 -4.065 0.617
C -5.918 -4.537 -0.480
C -5.239 -3.658 -1.303
C -4.591 -4.143 -2.431
C -4.639 -5.500 -2.728
C -5.329 -6.373 -1.894
C -5.969 -5.890 -0.759
H -5.220 -2.603 -1.059
H -4.050 -3.463 -3.079
H -4.136 -5.878 -3.610
H -5.369 -7.430 -2.128
H -6.503 -6.556 -0.093
F -1.313 9.609 -3.839
C -2.267 8.896 -3.215
C -3.504 9.472 -2.987
C -4.490 8.734 -2.347
C -4.225 7.433 -1.933
C -2.976 6.867 -2.164
C -1.992 7.601 -2.814
H -3.688 10.490 -3.309
H -5.465 9.172 -2.169
H -4.994 6.859 -1.430
H -2.769 5.856 -1.839
H -1.017 7.174 -3.010
F 1.430 0.833 1.311
C 1.396 1.400 2.530
C 1.534 2.771 2.644
C 1.493 3.357 3.903
C 1.325 2.563 5.032
C 1.192 1.186 4.904
C 1.222 0.599 3.645
H 1.672 3.371 1.753
H 1.592 4.431 4.004
H 1.298 3.021 6.014
H 1.066 0.568 5.784
H 1.112 -0.471 3.525
F 6.312 -3.599 -0.477
C 7.584 -3.766 -0.070
C 8.325 -2.658 0.298
C 9.636 -2.829 0.723
C 10.192 -4.102 0.764
C 9.438 -5.206 0.386
C 8.123 -5.039 -0.029
H 7.874 -1.674 0.251
H 10.224 -1.969 1.022
H 11.217 -4.233 1.091
H 9.873 -6.198 0.414
H 7.516 -5.888 -0.319

Values from the calculation:
Molar mass   1009.50 Da
HOMO energy   -9.0 eV
LUMO energy   -1.2 eV
SMILES string   CN(C)B(O)c1cc2c(cc1I)C(=O)c1c(COCOCCO)c([PH2]=O)cc(C(F)(F)F)c1C2=O.Fc1ccccc1.Fc1ccccc1.Fc1ccccc1.Fc1ccccc1
F_max   0.0614 hartree/bohr
Total energy   -100238.5628 eV

No. 7
2 unconnected molecules or ions with the total composition BrClH2O2Si at a distorted geometry, computed with ωB97M-V with the def2-TZVPD basis set.

Geometry (Å):
O -0.702 -0.061 0.782
O 0.098 1.052 -1.759
Si -0.696 1.043 -0.435
Cl -1.689 2.622 0.238
Br 2.849 -0.249 -0.481
H -0.915 0.418 1.539
H 1.860 -0.011 -1.457

Values from the calculation:
Molar mass   177.46 Da
HOMO energy   -10.5 eV
Energy above the lowest of the compared OMol25 structures with the same formula, charge and spin   270.06 kJ/mol
LUMO energy   -0.6 eV
SMILES string   O=[Si](O)Cl.Br
F_max   0.0621 hartree/bohr
Total energy   -94572.6701 eV

No. 8
A single C22H24N4O5S molecule at a distorted geometry, computed with ωB97M-V with the def2-TZVPD basis set.

Geometry (Å):
C -2.823 -1.785 2.580
C -3.957 -1.242 1.769
N -3.631 -0.688 0.608
C -4.579 -0.169 -0.159
C -5.929 -0.185 0.213
C -6.267 -0.758 1.422
C -5.269 -1.297 2.220
H -5.502 -1.751 3.171
H -7.298 -0.786 1.741
H -6.681 0.241 -0.434
N -4.239 0.407 -1.370
C -3.055 0.530 -2.063
O -3.092 1.002 -3.177
C -1.784 0.085 -1.378
C -0.650 -0.071 -2.391
C 0.632 -0.485 -1.673
N 0.995 0.437 -0.615
S 1.811 1.817 -1.095
O 2.723 1.441 -2.136
O 0.930 2.923 -1.347
C 2.702 2.160 0.398
C 3.450 1.280 1.163
C 3.863 -0.078 0.994
C 3.842 -0.725 -0.186
C 4.247 -2.083 -0.355
C 4.296 -2.850 -1.501
C 4.764 -4.119 -1.111
C 4.966 -4.044 0.237
O 4.658 -2.829 0.701
H 5.315 -4.768 0.947
H 4.929 -4.970 -1.739
H 4.032 -2.527 -2.486
H 3.529 -0.212 -1.082
H 4.238 -0.561 1.886
O 3.816 1.911 2.292
N 3.343 3.181 2.282
C 2.679 3.356 1.169
C 2.048 4.651 0.829
H 2.741 5.241 0.229
H 1.822 5.201 1.738
H 1.153 4.484 0.236
C -0.068 0.690 0.333
C -1.370 1.132 -0.335
H -1.206 2.091 -0.828
H -2.145 1.239 0.424
H -0.234 -0.232 0.901
H 0.287 1.462 1.018
H 0.518 -1.477 -1.222
H 1.469 -0.505 -2.371
H -0.491 0.882 -2.899
H -0.912 -0.817 -3.143
H -1.976 -0.861 -0.864
H -5.028 0.764 -1.899
H -1.977 -2.004 1.935
H -2.510 -1.044 3.316
H -3.123 -2.686 3.110

Values from the calculation:
Molar mass   456.52 Da
HOMO energy   -8.1 eV
Energy above the lowest of the compared OMol25 structures with the same formula, charge and spin   319.53 kJ/mol
LUMO energy   -0.3 eV
SMILES string   Cc1cccc(NC(=O)C2CCN(S(=O)(=O)c3c(C)noc3/C=C/c3ccco3)CC2)n1
F_max   0.0260 hartree/bohr
Total energy   -50235.1605 eV

No. 9
A gas-phase ion, C4H10NOS (charge +1) at a distorted geometry, computed with ωB97M-V with the def2-TZVPD basis set.

Geometry (Å):
C -1.638 -0.037 -0.794
C -2.010 -0.817 0.374
C -0.487 0.900 -0.416
C 2.320 0.676 0.199
N 0.521 -0.868 1.466
O 1.019 -1.181 -1.054
S 0.832 -0.298 0.052
H -1.375 -0.648 -1.629
H -2.592 0.653 -1.138
H -1.627 -0.595 1.421
H -2.447 -1.769 0.097
H -0.139 1.627 -1.148
H -0.604 1.378 0.571
H 2.908 0.920 -0.637
H 2.811 0.152 0.950
H 2.080 1.752 0.277
H 0.428 -1.844 1.410

Values from the calculation:
Molar mass   120.20 Da
HOMO energy (spin up / spin down)   -14.6 / -14.6 eV
Energy above the lowest of the compared OMol25 structures with the same formula, charge and spin   619.44 kJ/mol
LUMO energy (spin up / spin down)   -7.2 / -7.2 eV
F_max   0.0646 hartree/bohr
Charge   +1
Total energy   -18670.6861 eV

No. 10
2 unconnected molecules or ions with the total composition C3H3N3O2 at a distorted geometry, computed with ωB97M-V with the def2-TZVPD basis set.

Geometry (Å):
C 1.222 -1.249 0.380
C -0.053 -0.793 -0.218
C -2.617 1.069 0.106
N 1.934 -0.181 0.508
N 0.169 0.537 -0.554
N 1.413 0.923 0.030
O -3.550 0.600 0.467
O -1.095 -1.424 -0.404
H 1.336 -2.196 0.947
H -0.625 1.091 -0.746
H 1.865 1.623 -0.514

Values from the calculation:
Molar mass   113.08 Da
HOMO energy   -9.1 eV
Energy above the lowest of the compared OMol25 structures with the same formula, charge and spin   328.57 kJ/mol
LUMO energy   0.9 eV
F_max   0.0754 hartree/bohr
Total energy   -11722.5517 eV

No. 11
A single CHClFNO2 molecule at a distorted geometry, computed with ωB97M-V with the def2-TZVPD basis set.

Geometry (Å):
C 0.552 0.107 -0.357
N -0.822 -0.021 0.524
O -1.856 0.383 0.127
O -0.664 -0.544 1.560
F 1.491 -0.459 0.378
Cl 0.356 -0.645 -1.904
H 0.943 1.179 -0.329

Values from the calculation:
Molar mass   113.48 Da
HOMO energy (spin up / spin down)   -7.0 / -10.4 eV
Energy above the lowest of the compared OMol25 structures with the same formula, charge and spin   326.28 kJ/mol
LUMO energy (spin up / spin down)   0.7 / -4.4 eV
<S²>   2.009
F_max   0.1733 hartree/bohr
Multiplicity   3
Total energy   -21869.8494 eV

No. 12
A molecular structure, C22H23N10O2RhS at a distorted geometry, computed with ωB97M-V with the def2-TZVPD basis set.

Geometry (Å):
Rh 0.261 -0.187 -0.253
N -1.795 1.406 1.651
N -2.219 0.369 2.477
C -1.682 -0.855 2.416
N -2.102 -1.768 3.275
N -0.732 -1.079 1.478
N 0.007 -2.205 1.483
O -0.159 -3.143 2.220
O 0.912 -2.147 0.632
H -1.298 2.101 2.197
H -2.598 1.839 1.210
H -2.933 0.544 3.170
H -2.811 -1.564 3.960
H -1.680 -2.684 3.265
C -0.408 5.434 -1.035
C -1.387 4.867 -1.843
C -1.564 3.497 -1.874
C -0.753 2.680 -1.087
C 0.207 3.241 -0.265
C 0.388 4.619 -0.250
N -0.908 1.238 -1.138
N -1.816 0.824 -1.878
C -1.805 -0.540 -2.123
C -2.767 -1.113 -2.950
C -2.661 -2.458 -3.256
C -1.625 -3.212 -2.718
C -0.690 -2.643 -1.846
C -0.788 -1.301 -1.542
H -0.285 6.508 -1.009
H -2.024 5.499 -2.447
H -2.324 3.048 -2.497
H 0.818 2.611 0.360
H 1.148 5.053 0.386
H -3.562 -0.495 -3.348
H -3.372 -2.921 -3.926
H -1.536 -4.260 -2.977
H 0.093 -3.259 -1.424
C 4.403 0.178 2.997
N 4.453 0.029 1.545
C 5.577 -0.315 0.812
C 5.216 -0.385 -0.470
N 3.843 -0.078 -0.538
C 3.403 0.177 0.724
S 1.901 0.683 1.299
C 3.108 -0.054 -1.750
C 3.811 -0.289 -2.925
C 3.167 -0.228 -4.141
C 1.828 0.111 -4.171
C 1.194 0.325 -2.974
N 1.792 0.220 -1.762
H 5.409 0.063 3.387
H 3.756 -0.585 3.424
H 4.017 1.159 3.259
H 6.538 -0.480 1.268
H 5.823 -0.625 -1.318
H 4.863 -0.513 -2.909
H 3.714 -0.421 -5.054
H 1.281 0.198 -5.098
H 0.160 0.601 -2.975

Values from the calculation:
Molar mass   594.47 Da
HOMO energy   -13.8 eV
Energy above the lowest of the compared OMol25 structures with the same formula, charge and spin   0.00 kJ/mol
LUMO energy   -6.3 eV
F_max   0.0410 hartree/bohr
Charge   +2
Total energy   -56009.4461 eV